Record 1
Density functional theory data (ωB97M-V with the def2-TZVPD basis set) for a molecular structure, C62H46Cl3N5OP2Se2SiTc in a non-equilibrium geometry.

Structure (XYZ):
```
123
Properties=species:S:1:pos:R:3:forces:R:3
Tc -1.22664 0.69710 -0.31560 1.581 0.710 -1.156
Se 1.04053 0.86794 0.86614 -0.271 0.051 0.065
Se 0.27951 -6.15071 -2.65226 0.025 0.051 0.054
Cl 0.11015 5.36676 -6.38716 -0.001 -0.003 0.005
Cl 1.55869 1.24180 -3.24331 0.006 -0.002 0.035
Cl -2.98276 3.96160 -2.22491 0.006 -0.059 -0.091
P 1.21527 -4.83620 -1.31817 -0.093 -0.005 0.078
P 1.93085 -1.01392 0.25418 0.211 -0.044 -0.036
Si -1.54733 2.80404 1.12599 -0.324 -0.210 0.300
O -0.82045 1.94966 -1.73313 -0.244 -0.442 0.236
N -3.08620 0.24226 -1.11992 -0.394 -0.067 0.026
N -3.96476 -0.33517 -0.42247 0.111 0.035 -0.075
N -1.30106 -1.99490 -1.56322 -0.208 0.145 -0.052
N -0.77590 -3.15735 -1.75540 0.080 0.026 -0.114
N -0.43190 -1.19487 -0.95180 -0.649 -0.253 0.549
C 2.29778 -1.98294 1.74493 -0.005 0.038 -0.021
C 3.89798 0.64670 -0.78744 -0.035 -0.015 0.028
C 3.18106 -3.96961 2.78638 0.187 0.127 0.026
C 0.38756 2.50809 5.40171 0.004 -0.007 -0.010
C -4.99987 4.46154 2.75297 -0.003 0.004 -0.002
C 5.56466 -1.39637 -1.63109 0.076 0.045 0.008
C -3.49684 0.47104 -2.48263 0.049 0.091 0.172
C -2.66185 -1.23795 3.37538 0.022 -0.002 -0.041
C 0.40480 -4.70266 1.36504 -0.145 -0.151 -0.012
C -4.82550 0.76645 -2.76020 -0.031 0.064 0.067
C 4.02788 -5.15423 -1.04286 -0.039 -0.086 0.006
C 0.45860 2.52940 -3.61900 0.057 -0.085 0.045
C -0.18627 4.34260 -5.01636 -0.017 0.006 0.016
C -5.70352 3.26501 0.79996 0.031 -0.018 -0.016
C 4.34575 -1.70034 -1.04933 -0.088 0.070 0.051
C 2.80719 -3.48613 4.03130 0.068 0.040 -0.038
C -3.69165 4.06498 2.52012 -0.003 -0.047 -0.021
C -4.27436 0.96850 -5.09178 -0.020 -0.005 0.079
C 5.31856 -5.11305 -1.55609 0.001 -0.009 -0.018
C -2.56007 0.41071 -3.49791 0.143 -0.102 -0.144
C 0.48317 -3.16255 -1.24866 0.001 -0.429 -0.216
C 3.50053 -0.67852 -0.61108 0.006 -0.055 -0.050
C 4.48557 -4.09728 -3.56877 -0.004 -0.036 0.010
C -0.89386 2.02421 5.17728 0.005 0.016 -0.012
C -0.72864 4.28406 0.27001 0.067 -0.077 -0.064
C -6.01110 4.05603 1.89483 -0.022 0.009 0.016
C -3.53665 -0.59140 0.86274 -0.001 -0.074 0.040
C 2.18026 -2.25477 4.13346 -0.022 -0.019 0.016
C -5.20934 1.01895 -4.06423 0.037 0.003 -0.054
C -1.54367 3.73188 -3.15082 -0.060 0.022 0.038
C -2.22364 -0.22688 1.21555 -0.073 0.271 0.077
C 1.92392 -1.50207 2.99677 -0.022 0.017 0.009
C -1.80603 -0.58561 2.50629 0.021 -0.135 -0.038
C 2.96240 -4.66459 -1.78935 -0.046 -0.085 -0.042
C -0.77590 2.71528 2.85136 0.003 -0.023 -0.023
C 0.70212 3.32451 -4.72211 -0.052 0.033 -0.002
C 2.92586 -3.22163 1.65124 0.190 0.130 0.105
C 5.12037 0.94364 -1.36943 -0.030 0.004 0.005
C -2.95449 0.65772 -4.80413 -0.001 -0.007 0.001
C -1.46483 2.13033 3.91818 0.007 0.008 -0.019
C 1.10261 5.32849 -0.93948 -0.002 0.026 0.002
C 1.61448 -7.10979 2.03254 0.002 -0.004 0.039
C -4.41187 -1.24188 1.73933 0.053 -0.006 -0.013
C 0.50168 3.21906 3.10922 0.000 0.062 -0.037
C 1.12785 -5.40371 0.40402 -0.044 -0.009 -0.016
C 1.70881 -6.62649 0.73885 -0.024 0.015 -0.028
C 5.95800 -0.07653 -1.78632 -0.007 0.023 -0.009
C -3.97248 -1.55702 3.00406 -0.016 0.008 -0.004
C 0.91105 -6.39420 2.99338 -0.049 -0.014 -0.025
C -0.65270 2.71329 -2.78894 -0.151 0.208 0.009
C -3.35853 3.25759 1.42647 0.039 0.002 0.021
C 0.71023 -1.89532 -0.72326 0.316 0.158 0.178
C 0.52688 4.21776 -0.34187 0.008 -0.027 0.026
C -1.31268 4.55009 -4.24013 0.060 -0.006 -0.031
C 1.08187 3.11344 4.36534 -0.012 0.000 0.008
C 5.54707 -4.58854 -2.81757 -0.056 -0.056 -0.009
C -0.81640 6.63129 -0.34506 -0.022 -0.014 0.009
C 0.43029 6.54166 -0.94324 0.007 -0.022 -0.010
C -4.39125 2.87619 0.57136 -0.018 0.039 0.047
C -1.38745 5.51533 0.25049 0.072 0.002 0.054
C 0.29519 -5.20025 2.65492 -0.129 -0.078 -0.083
C 3.20027 -4.14262 -3.06248 -0.032 0.015 0.038
H 0.83655 2.42762 6.38276 0.009 0.002 0.039
H -2.31062 -1.49914 4.36670 0.007 -0.006 0.018
H 4.06535 -2.73600 -0.96059 0.013 0.050 0.056
H -4.57698 1.16422 -6.11079 -0.008 0.021 -0.038
H 2.20909 -7.20973 -0.02436 -0.007 -0.023 -0.007
H 3.20786 -3.61817 0.69265 0.075 -0.012 -0.107
H -5.54053 0.80866 -1.95010 0.008 -0.008 -0.001
H 2.36639 -3.79399 -3.65923 -0.013 0.011 -0.019
H 1.06222 3.27584 -0.38001 -0.007 0.029 -0.003
H -1.35358 7.57018 -0.34977 -0.026 0.037 0.000
H 6.55068 -4.56790 -3.21982 0.046 0.007 -0.023
H -0.27256 -4.64990 3.39252 -0.016 0.030 0.024
H -4.16887 2.28248 -0.30053 0.006 -0.085 -0.060
H -0.80054 -0.35070 2.82990 -0.050 0.025 0.009
H -1.53276 0.14277 -3.28663 -0.077 -0.007 0.028
H -4.63093 -2.05593 3.70230 0.007 -0.011 0.007
H 4.66043 -3.68995 -4.55480 0.006 0.021 -0.032
H 0.87144 7.40807 -1.41639 0.024 0.042 -0.023
H -7.03344 4.35780 2.07780 -0.039 0.017 0.008
H 5.41083 1.97700 -1.49781 0.003 0.031 0.002
H -6.24098 1.26285 -4.27758 -0.025 0.002 -0.018
H 2.07252 -8.05566 2.28749 0.012 -0.036 0.006
H 1.05500 3.71568 2.31994 -0.004 -0.007 -0.019
H -2.46792 1.75450 3.76282 -0.035 -0.006 0.007
H 3.85754 -5.58061 -0.06267 0.029 0.009 -0.006
H -6.48439 2.95161 0.12009 -0.038 -0.020 -0.035
H -0.08003 -3.76943 1.11399 -0.031 0.024 0.003
H 3.65285 -4.93873 2.69627 0.014 -0.014 -0.015
H 6.91375 0.15390 -2.23693 0.026 0.013 -0.017
H -5.40704 -1.49313 1.40020 -0.037 0.003 -0.017
H 3.25070 1.45162 -0.47402 -0.039 0.025 0.024
H 6.14085 -5.50125 -0.97074 0.025 -0.010 0.022
H -2.91596 4.38933 3.20163 0.038 0.021 0.052
H -2.21995 0.60108 -5.59626 0.003 0.002 -0.028
H -1.45248 1.57151 5.98544 -0.031 -0.030 0.041
H 2.07183 5.24271 -1.41333 0.040 -0.004 -0.023
H -5.23092 5.08698 3.60482 0.001 0.023 0.037
H -2.00979 5.33894 -4.47781 -0.037 0.014 -0.014
H -2.37130 5.60395 0.69036 -0.064 0.018 0.029
H 6.20488 -2.19965 -1.96761 -0.011 0.040 0.038
H 1.57038 3.14810 -5.33773 0.044 -0.003 -0.022
H 3.00306 -4.07111 4.91972 -0.006 -0.022 0.027
H 1.44264 -0.53738 3.08837 0.022 -0.022 0.007
H 2.07209 3.51306 4.53598 0.053 0.018 0.007
H 1.88429 -1.87157 5.10019 0.002 0.020 0.037
H 0.82958 -6.77950 4.00072 -0.004 -0.016 0.040
```
Forces are in eV/Å.

Summary:
charge	0
calculated total energy	-271453.8374	eV
LUMO energy (spin up / spin down)	-0.057 / -0.040	Ha
spin multiplicity	2
frontier orbital gap (spin up / spin down)	6.2082 / 6.6409	eV
energy relative to the best compared isomer or geometry (same formula, charge and spin)	10.04	kcal per mole

Atomic partial charges in e from the Löwdin method, atoms 1 to 5: 1.18 0.62 0.29 0.67 0.75

Record 2
Density functional theory data (ωB97M-V with the def2-TZVPD basis set) for a molecular structure, C28H54ErOP2 in a non-equilibrium geometry.

Structure (XYZ):
```
86
Properties=species:S:1:pos:R:3:forces:R:3
Er -0.81477 0.67985 -0.57791 0.741 1.400 8.135
P -3.59587 -0.57364 0.36195 0.016 0.243 -0.105
P 2.68874 -2.51440 -0.90636 -0.872 0.947 0.352
O -0.14226 -0.65730 0.91310 -0.461 0.054 -0.147
C -1.18233 -1.74081 -2.90760 -0.327 -0.352 -0.005
C -2.27963 0.57616 -2.58224 -0.495 1.398 -2.699
C 0.70003 -0.21062 -2.09170 0.956 -2.635 -1.394
C -4.87462 0.74434 0.28668 -0.086 -0.050 -0.129
C -0.87589 -0.73496 3.17973 -0.004 0.013 0.289
C -0.21696 -1.21710 -1.87024 2.420 -1.150 -1.938
C 1.49711 2.09391 1.58034 -0.740 0.293 -0.928
C 0.14095 2.54609 1.60724 1.071 0.089 -0.737
C -0.19346 3.00576 0.29930 0.967 -0.433 -0.184
C 3.85745 -2.96901 0.41368 0.359 -0.032 -0.074
C 3.64285 -2.64289 -2.45133 0.281 -0.139 0.084
C -4.04985 -1.43987 1.91530 0.195 -0.237 0.171
C -0.34018 -2.87382 1.97586 -0.063 -0.221 -0.051
C 2.37392 1.88477 2.75334 0.517 -0.332 0.660
C 1.60078 -3.98705 -1.05197 0.099 -0.242 -0.001
C 1.96700 2.15153 0.24472 -1.059 0.628 0.872
C -0.68004 2.79282 2.81562 -0.624 0.191 0.367
C -4.22795 -1.82086 -0.82544 0.118 -0.066 -0.073
C -1.43381 1.65037 -2.76422 -1.955 -0.544 -2.856
C 3.32844 1.78950 -0.21216 0.385 -0.144 -0.221
C 0.97729 2.82497 -0.53503 -1.105 -0.828 0.174
C -1.45414 3.69765 -0.09135 -0.256 0.308 -0.026
C -2.16754 -0.67936 -3.45242 0.162 -0.268 0.163
C 1.30921 3.69217 -1.69549 0.193 0.388 -0.637
C -0.25212 1.59479 -3.71923 0.391 0.330 0.103
C 1.48313 -1.33986 2.61859 0.397 0.173 0.437
C 0.84586 0.53463 -3.39024 0.354 0.186 -0.516
C 0.03174 -1.39392 2.13848 -0.469 0.511 -0.502
H -1.73893 -2.59864 -2.48667 0.221 0.502 -0.037
H -0.07970 2.73275 3.73434 -0.265 -0.036 -0.279
H -3.16337 -1.12667 -3.56840 0.256 0.169 0.161
H -0.52749 0.28011 3.38712 0.022 -0.197 -0.040
H -1.26017 4.62379 -0.65306 -0.123 -0.236 0.064
H 4.05109 2.59833 -0.03272 -0.064 -0.162 -0.038
H -1.91185 -0.66502 2.83345 0.317 -0.027 0.020
H -4.90858 -2.10532 1.74256 0.154 0.331 0.058
H -3.53762 -2.67786 -0.82118 -0.289 0.163 -0.009
H -5.84645 0.32001 -0.00623 0.191 0.274 0.186
H -1.86343 -0.42322 -4.47837 -0.007 0.351 0.384
H 1.57505 -0.12834 -1.41494 -0.896 -0.091 0.106
H 0.90078 -0.19838 -4.21567 -0.201 0.125 0.315
H -1.12132 3.80372 2.76430 0.179 -0.309 0.171
H 4.24696 -3.55893 -2.41925 0.017 0.222 -0.408
H 3.33139 -3.50129 1.21946 0.231 0.120 -0.261
H -4.29623 -0.71277 2.70076 0.133 -0.240 -0.181
H -0.61158 1.40576 -4.74438 -0.214 -0.028 0.362
H -4.94589 1.22007 1.27556 -0.044 -0.097 -0.339
H -1.52336 2.09020 2.90204 0.177 0.169 0.134
H -4.28315 -1.42687 -1.84755 -0.094 -0.116 0.296
H 3.32990 1.58164 -1.29029 0.114 0.042 0.136
H 0.41979 3.97180 -2.28014 0.290 0.007 0.132
H 1.22652 -4.05282 -2.08323 0.134 -0.103 0.228
H 3.69621 0.88935 0.29774 -0.035 0.184 -0.071
H 1.83869 1.02876 -3.40406 -0.624 -0.179 0.175
H 1.77409 4.63895 -1.35191 -0.193 -0.379 -0.128
H 3.00237 2.77536 2.93671 -0.253 -0.220 -0.098
H -4.57221 1.51114 -0.44229 -0.246 -0.168 0.200
H -2.11167 3.08087 -0.74012 -0.153 0.234 0.235
H 1.81630 1.69684 3.68364 0.201 -0.028 -0.316
H 1.62284 -0.55785 3.37233 -0.003 -0.075 -0.248
H 0.21295 2.59186 -3.76918 -0.228 -0.499 0.150
H 4.66009 -3.58164 -0.01534 -0.038 -0.039 0.413
H -3.20537 -2.05747 2.25255 -0.360 0.167 -0.065
H -5.22084 -2.14457 -0.48426 0.233 0.014 -0.289
H 4.28004 -1.75050 -2.54315 -0.060 -0.399 -0.064
H -3.28454 0.75414 -2.16481 0.631 0.087 0.176
H 0.49453 -3.43003 1.53491 -0.224 0.102 -0.019
H 4.27523 -2.03750 0.83005 -0.019 -0.456 -0.104
H 1.77122 -2.28052 3.10974 -0.074 0.165 -0.165
H 2.03791 3.21764 -2.37162 -0.225 0.180 0.080
H -1.83898 2.66167 -2.61278 0.427 -0.492 0.728
H -0.06200 -1.90350 -1.02304 -0.049 0.888 -0.126
H 2.18099 -1.14683 1.79709 -0.252 -0.087 0.013
H -0.87149 -1.29955 4.12089 0.030 0.111 -0.104
H 3.07457 1.05176 2.59723 -0.197 0.158 0.127
H 0.73180 -3.90087 -0.38424 0.349 -0.113 -0.184
H -1.22887 -3.01151 1.35265 0.003 0.059 -0.036
H 2.17228 -4.88875 -0.79669 -0.311 -0.026 -0.188
H -2.04904 3.95734 0.78759 0.020 0.015 -0.102
H 2.93781 -2.66228 -3.29655 0.304 -0.046 0.207
H -0.60583 -2.17872 -3.74623 -0.101 0.282 0.319
H -0.54247 -3.34607 2.95170 0.100 0.248 -0.267
```
Forces are in eV/Å.

Summary:
charge	+1
calculated total energy	-78151.2638	eV
LUMO energy (spin up / spin down)	-0.158 / -0.155	Ha
spin multiplicity	4
frontier orbital gap (spin up / spin down)	5.1018 / 5.2217	eV

Atomic partial charges in e from the Löwdin method, atoms 1 to 5: 1.31 0.81 0.81 -0.37 -0.14

Record 3
Density functional theory data (ωB97M-V with the def2-TZVPD basis set) for C3H5OP in the gas phase in a non-equilibrium geometry.

Structure (XYZ):
```
10
Properties=species:S:1:pos:R:3:forces:R:3
P 0.63366 2.24582 -0.73507 -2.167 0.437 -0.043
O -0.71695 -1.10365 0.62474 -0.598 -1.427 1.466
C 0.04333 0.82831 -0.13264 2.530 -2.747 -0.407
C -1.20139 0.04627 -0.00496 1.178 -1.244 -0.835
C 0.66027 -1.10965 0.40152 -1.153 3.119 -2.456
H 0.96942 -1.66041 -0.52970 -0.225 0.700 0.745
H 1.87967 1.84747 -0.50493 2.277 -0.379 0.275
H -1.88845 0.57992 0.55529 -1.849 0.668 1.417
H 1.27309 -1.35563 1.24661 0.149 0.197 0.533
H -1.65264 -0.31846 -0.92087 -0.143 0.675 -0.695
```
Forces are in eV/Å.

Summary:
charge	0
calculated total energy	-14523.2712	eV
LUMO energy	0.005	Ha
spin multiplicity	1
frontier orbital gap	8.8108	eV
energy relative to the best compared isomer or geometry (same formula, charge and spin)	86.62	kcal per mole

Atomic partial charges in e from the natural (NBO) method, atoms 1 to 5: 0.41 -0.56 -0.40 -0.17 0.01